P:
Molecular formula: C5H11N3O
Method: DFT, wB97M-V/def2-TZVPD

Geometry as XYZ:
```
20
C5H11N3O (wB97M-V/def2-TZVPD)
H 1.56525 -2.42008 0.93330
N 0.56095 -2.29929 0.80586
C 0.35868 -1.42165 -0.10432
N -0.88592 -1.07222 -0.50119
C -1.23615 0.12056 -0.05873
C -2.30287 0.83381 -0.85198
C -0.97665 0.68466 1.31931
N 1.32664 -0.47544 -0.57067
C 2.39539 0.14170 0.17571
O 1.25518 -0.07312 -1.91752
H -3.27508 0.63360 -0.39288
H -2.12730 1.91197 -0.84320
H -2.34084 0.47126 -1.88110
H -0.36554 0.03577 1.94537
H -1.93392 0.82919 1.82918
H -0.49353 1.66125 1.23192
H 3.34155 0.04929 -0.36599
H 2.52984 -0.30133 1.16401
H 2.16636 1.20253 0.31241
H 0.43797 -0.51245 -2.22949
```

The LUMO energy comes out at 0.51 eV. Its SMILES is [H]/N=C(/N=C(C)C)N(C)O. As for the HOMO energy: -8.066 eV. Its total charge is 0.

Q:
Molecular formula: C5H11N3O
Method: DFT, wB97M-V/def2-TZVPD

Geometry as XYZ:
```
20
C5H11N3O (wB97M-V/def2-TZVPD)
C -1.96291 -1.34251 1.20150
C -0.33214 1.05293 -0.42298
C 0.91335 0.31300 0.01215
C 1.65077 1.06868 1.12233
C 1.30154 -0.80636 -0.59396
H -1.10513 -0.72566 1.88582
H -3.03408 -0.98220 1.60410
H -1.98177 -2.47414 1.23393
H -1.88658 -1.84643 -1.22233
H -2.15616 1.10912 -1.02995
H 2.90442 0.74261 1.21187
H 1.33776 2.06990 1.06324
H 1.03929 0.71038 2.30546
H 1.03016 -1.26095 -1.57261
H 2.84997 -1.24761 0.64385
H 2.67839 -2.16954 -0.87350
N -2.06685 -0.89725 -0.36892
N -1.46111 0.30933 -0.73408
N 2.59513 -1.32949 -0.43021
O -0.57126 2.22275 -0.30395
```

The LUMO energy comes out at 0.63 eV. As for the HOMO energy: -8.509 eV. Its total charge is 0.

R:
Molecular formula: C5H11N3O
Method: DFT, wB97M-V/def2-TZVPD

Geometry as XYZ:
```
20
C5H11N3O (wB97M-V/def2-TZVPD)
C 1.44823 -0.30207 1.22720
N 0.41303 0.16301 0.29681
C 0.86687 1.31345 -0.49813
C -0.94425 0.19118 0.89906
N -1.71208 1.31517 0.61441
O -1.22057 -0.57712 1.79270
H 2.24419 -0.78174 0.65778
H 1.02028 -1.03679 1.90355
H 1.85865 0.53129 1.79822
H 1.85869 1.08908 -0.88973
H 0.91704 2.22379 0.10377
H 0.17624 1.47664 -1.32389
H -1.52774 1.97585 -0.12059
H -2.63095 1.24930 1.02847
C -1.28261 -0.99639 -1.49390
C -0.07352 -1.34847 -1.00371
N 0.78981 -2.24387 -1.00249
H -1.73409 -1.63580 -2.24081
H -1.59791 0.02677 -1.61683
H 1.13068 -2.63329 -0.13186
```

The LUMO energy comes out at 0.65 eV. Its SMILES is CN(C)C(N)=O.C=C=N. As for the HOMO energy: -7.882 eV. Its total charge is 0.

S:
Molecular formula: C5H11N3O
Method: DFT, wB97M-V/def2-TZVPD

Geometry as XYZ:
```
20
C5H11N3O (wB97M-V/def2-TZVPD)
C 0.76572 1.19291 -1.55727
C 0.46962 0.94117 -0.09973
O -0.11633 1.77478 0.58690
N 0.88403 -0.23288 0.41014
C 0.55750 -0.56872 1.77832
C 1.34518 -1.32740 -0.41073
H 0.40338 2.18424 -1.81650
H 0.25784 0.45144 -2.17010
H 1.83448 1.14423 -1.75199
H 1.43945 -0.96952 2.27968
H 0.23289 0.33597 2.28827
H -0.24496 -1.30970 1.80943
H 0.50160 -1.78719 -0.93602
H 1.80779 -2.07411 0.23166
H 2.08275 -0.99111 -1.13664
N -1.89915 -1.27404 -0.87753
C -2.25810 -0.37522 -0.25687
N -2.64329 0.60188 0.52906
H -1.89302 1.24639 0.78662
H -3.52737 1.03689 0.31329
```

The LUMO energy comes out at 0.90 eV. Its SMILES is CC(=O)N(C)C.N#CN. As for the HOMO energy: -9.395 eV. Its total charge is 0.

Q: Which of them is the most stable? A: S.

P:
Molecular formula: C5H11N3O
Method: DFT, wB97M-V/def2-TZVPD

Geometry as XYZ:
```
20
C5H11N3O (wB97M-V/def2-TZVPD)
C 1.53744 1.65923 0.86231
C -0.79585 2.19992 0.84416
N 0.30778 1.63158 0.11112
C -0.15282 -0.72056 0.16029
C -0.33717 -2.30641 -1.23516
N 0.02750 -1.21550 1.38123
N -0.72208 -2.37482 -2.53296
C -0.03072 0.02197 -0.83559
O -0.04687 -3.29855 -0.59292
H 0.50579 -2.11262 1.38143
H -0.77831 -1.18546 1.99227
H -0.83491 -1.55119 -3.09508
H -0.85294 -3.28068 -2.97102
H -0.16438 0.40287 -1.82216
H 1.46318 1.22714 1.87665
H 2.30451 1.08711 0.33785
H 1.86768 2.69978 1.00412
H -0.95218 1.74288 1.83961
H -0.62234 3.27301 1.01767
H -1.72329 2.10030 0.27618
```

The LUMO energy (spin up / spin down) comes out at 0.64 / 0.64 eV. As for the HOMO energy (spin up / spin down): -6.811 / -6.812 eV. Its total charge is 0.

Q:
Molecular formula: C5H11N3O
Method: DFT, wB97M-V/def2-TZVPD

Geometry as XYZ:
```
20
C5H11N3O (wB97M-V/def2-TZVPD)
C -1.45845 0.47633 1.82780
C -1.56281 1.68033 0.84873
C 0.72310 2.07761 -0.08402
C 0.72371 1.02448 -1.00611
C -0.10254 -1.20116 -0.84490
H -1.68097 0.70233 2.99420
H -2.34975 -0.50674 1.15025
H -0.26166 0.00394 1.68526
H -1.85979 1.56738 -0.16278
H -2.26700 2.45147 1.41051
H 1.74600 2.69658 -0.00008
H 1.67180 0.45768 -1.35512
H -0.74008 -2.06431 -0.85878
H 1.78690 -1.11104 -0.29146
H 2.41494 -2.96164 -1.91087
H 1.37697 -3.40707 -0.46136
N -0.45229 0.03046 -0.91226
N 1.18046 -1.47216 -1.24380
N 1.43949 -2.84496 -1.50519
O -0.32804 2.40049 0.72000
```

The LUMO energy comes out at 0.61 eV. As for the HOMO energy: -8.223 eV. Its total charge is 0.

Q: Which of them is the most stable? A: P.

P:
Molecular formula: C5H11N3O
Method: DFT, wB97M-V/def2-TZVPD

Geometry as XYZ:
```
20
C5H11N3O (wB97M-V/def2-TZVPD)
H 1.67128 -0.87146 2.50368
N 0.97999 -0.92090 1.75931
C 1.34837 -0.42929 0.65107
C 1.24183 -1.22806 -0.86742
C 1.08100 -0.54718 -2.00191
O 1.96565 -2.39416 -0.83581
H 2.37809 -0.04749 0.60959
H 1.52418 -0.86759 -2.93734
H 0.44857 0.32351 -1.96837
H 2.26578 -2.68230 -1.70836
H -2.63781 1.83041 -0.74983
N -2.73182 0.83256 -0.92110
C -1.82738 0.07400 -0.45411
N -0.83683 0.40909 0.53270
C -0.94120 1.69322 1.23185
H -2.18635 -0.93711 -0.26815
H -0.82259 -0.38409 1.17388
H -0.00563 1.87872 1.75346
H -1.14874 2.51779 0.54992
H -1.76640 1.75034 1.94694
```

The LUMO energy comes out at 0.58 eV. Its SMILES is [H]/N=C/C(=C)O.[H]/N=C\NC. As for the HOMO energy: -8.868 eV. Its total charge is 0.

Q:
Molecular formula: C5H11N3O
Method: DFT, wB97M-V/def2-TZVPD

Geometry as XYZ:
```
20
C5H11N3O (wB97M-V/def2-TZVPD)
C -3.08603 0.15443 1.65103
C -1.85439 0.18306 0.77890
C -1.96535 -0.45660 -0.58090
N -0.92597 1.27160 0.96475
N -0.56886 0.19112 1.42818
H -3.92483 0.62084 1.12578
H -3.36057 -0.87571 1.89121
H -2.91163 0.70142 2.57689
H -2.76615 0.01054 -1.15542
H -1.02194 -0.35592 -1.12745
H -2.20325 -1.52492 -0.46619
C 3.46582 0.16122 -1.59597
C 2.13196 -0.07627 -0.92645
N 2.18841 -0.20395 0.41289
O 1.08991 -0.13316 -1.54228
H 3.41096 -0.16028 -2.64482
H 4.27314 -0.36609 -1.07679
H 3.66340 1.24321 -1.57586
H 3.04255 -0.10626 0.92570
H 1.32276 -0.27831 0.93675
```

The LUMO energy comes out at 0.69 eV. Its SMILES is CC1(C)N=N1.CC(N)=O. As for the HOMO energy: -9.678 eV. Its total charge is 0.

R:
Molecular formula: C5H11N3O
Method: DFT, wB97M-V/def2-TZVPD

Geometry as XYZ:
```
20
C5H11N3O (wB97M-V/def2-TZVPD)
C -1.05825 -0.89858 1.31302
N -0.20283 -0.56864 0.42719
O 0.97879 -0.12055 1.09313
C 1.97818 0.25308 0.11789
C 3.11967 0.77258 0.96643
N 2.74231 1.98013 1.68602
H -0.80822 -0.83127 2.37439
H -2.05714 -1.16216 0.98797
H 2.27013 -0.62662 -0.48089
H 1.57740 1.02688 -0.53567
H 3.40185 -0.05178 1.64392
H 3.96665 1.04251 0.32390
H 3.53235 2.30028 2.24126
H 2.00355 1.76309 2.35509
C -2.59058 -0.97270 -3.22154
C -2.98246 -0.57116 -1.83084
N -3.26308 -0.09793 -0.82914
H -1.52687 -1.18589 -3.23846
H -3.14751 -1.85918 -3.56232
H -2.77664 -0.14570 -3.91245
```

The LUMO energy comes out at 0.84 eV. Its SMILES is C=NOCCN.CC#N. As for the HOMO energy: -9.302 eV. Its total charge is 0.

Q: Which of them is the most stable? A: Q.

P:
Molecular formula: C5H11N3O
Method: DFT, wB97M-V/def2-TZVPD

Geometry as XYZ:
```
20
C5H11N3O (wB97M-V/def2-TZVPD)
H 1.13242 2.15122 -1.76242
N 1.28604 1.15515 -1.55623
N 0.17673 0.57142 -1.47978
C 0.22777 -0.79478 -1.22285
C -0.95179 -1.41380 -1.11489
C 1.55583 -1.47360 -1.09792
H -1.87474 -0.86882 -1.22077
H -1.01900 -2.47057 -0.90264
H 1.43596 -2.56442 -1.10144
H 2.20251 -1.15663 -1.92698
H 2.03836 -1.16198 -0.16073
C 0.26981 0.77946 2.04116
C -1.14777 0.48425 1.60321
N -1.67116 1.39512 0.74826
O -1.79556 -0.44226 2.03185
H 0.23376 1.38453 2.94180
H 0.83085 1.30993 1.27693
H 0.76068 -0.15249 2.28058
H -2.58958 1.20631 0.36552
H -1.10110 2.06195 0.25735
```

The LUMO energy comes out at -0.08 eV. Its SMILES is [H]/N=N/C(=C)C.CC(N)=O. As for the HOMO energy: -9.360 eV. Its total charge is 0.

Q:
Molecular formula: C5H11N3O
Method: DFT, wB97M-V/def2-TZVPD

Geometry as XYZ:
```
20
C5H11N3O (wB97M-V/def2-TZVPD)
C 0.52009 -1.80376 1.00230
C 0.50097 -0.28500 0.91900
N 1.96830 -0.32102 -1.34601
O 0.85173 0.19476 -0.65039
N 1.12621 0.36371 1.86567
H 2.17674 -1.26272 -1.01991
H 2.76085 0.26449 -1.09156
H 1.11180 1.36761 1.67869
H 1.55059 -2.15844 1.05732
H 0.02561 -2.26531 0.14611
H 0.01327 -2.11691 1.91469
C -1.40068 1.54836 -1.55237
C -1.15987 0.27172 -0.83417
N -1.86155 0.54745 1.50723
C -1.06981 0.20957 0.58281
H -1.36093 0.48380 2.40386
H -1.29353 -0.65689 -1.37790
H -1.04396 2.40388 -0.98047
H -0.93101 1.54842 -2.53735
H -2.48483 1.66630 -1.68757
```

The LUMO energy (spin up / spin down) comes out at -0.59 / -0.59 eV. As for the HOMO energy (spin up / spin down): -8.058 / -8.060 eV. Its total charge is 0.

Q: Which of them is the most stable? A: P.

P:
Molecular formula: C5H11N3O
Method: DFT, wB97M-V/def2-TZVPD

Geometry as XYZ:
```
20
C5H11N3O (wB97M-V/def2-TZVPD)
C 0.52532 1.38511 -0.19083
C 0.40625 0.98001 1.15454
C 0.13492 -0.19299 0.04571
C 1.26449 -0.97005 -0.26940
C -1.18383 -0.61776 0.13376
H -0.34979 2.52140 -1.82333
H -1.32722 2.04587 -0.27162
H 1.48335 1.54246 -0.45228
H -0.41705 1.40105 1.72326
H 1.30919 0.90705 1.64148
H 1.06417 -0.54175 -1.65083
H 1.02649 -2.06986 0.00157
H 2.43453 -0.58603 1.21299
H -2.03389 -2.34558 -0.75120
H -0.33921 -2.61871 -0.71737
H -2.84777 -0.63850 0.56212
N -0.44913 2.23234 -0.79083
N -1.23711 -1.64584 -0.51129
N -2.08756 -0.08602 0.82186
O 2.62386 -0.70222 0.13169
```

The LUMO energy comes out at 0.22 eV. As for the HOMO energy: -7.735 eV. Its total charge is 0.

Q:
Molecular formula: C5H11N3O
Method: DFT, wB97M-V/def2-TZVPD

Geometry as XYZ:
```
20
C5H11N3O (wB97M-V/def2-TZVPD)
H -1.46784 1.67455 -0.95091
N -0.46728 1.75769 -0.73399
C -0.03499 0.54481 -0.54756
C 1.42052 0.42076 0.01133
C 2.18645 -0.67088 -0.09448
C 1.97456 1.69453 0.59165
N -0.87933 -0.52875 -0.55543
C -0.68097 -1.94947 -0.45077
O -2.28795 -0.18270 -0.52249
N -2.75446 -0.08856 0.83777
H 1.85566 -1.61905 -0.48710
H 3.22555 -0.64897 0.22692
H 2.05995 2.47006 -0.17675
H 1.33243 2.06263 1.39876
H 2.97745 1.55219 1.00909
H -1.63187 -2.48155 -0.56619
H -0.03416 -2.30300 -1.25853
H -0.26092 -2.22116 0.52151
H -3.72082 -0.40608 0.77995
H -2.81199 0.92295 0.96723
```

The LUMO energy comes out at 0.88 eV. Its SMILES is [H]/N=C(/C(=C)C)N(C)ON. As for the HOMO energy: -8.747 eV. Its total charge is 0.

Q: Which of them is the most stable? A: Q.